No. 1
46
Properties=species:S:1:pos:R:3:forces:R:3:mulliken_charge:R:1 method="wB97M-V/def2-TZVPD" total_energy_ha=-902.3567 homo_ev=-8.3495 molar_mass_g_mol=287.407 e_above_lowest_ev=0.012
O 0.877 -2.619 0.728 -0.5 -0.2 0.2 -0.645
N 1.940 -1.991 -1.163 0.1 -0.2 -0.2 -0.187
N 0.728 0.521 -1.835 0.1 -0.3 -0.5 -0.795
N -0.768 0.322 -0.190 0.3 0.1 -0.1 1.103
C 2.952 -1.386 0.929 -0.1 -0.1 0.5 -0.609
C 1.801 -2.048 0.185 0.8 0.2 -0.3 0.481
C -0.211 1.572 -0.057 0.5 0.3 -0.4 0.654
C 2.660 -1.205 2.417 -0.1 0.1 -0.2 -0.628
C 0.735 1.679 -1.102 -0.5 0.0 0.5 0.608
C 1.299 3.847 -0.334 0.2 0.1 -0.1 -0.494
C 1.609 -0.129 2.657 0.2 -0.1 0.1 -0.650
C 0.360 3.735 0.693 -0.1 0.1 0.1 -0.714
C 0.865 -2.373 -2.056 -0.1 -0.1 0.2 -1.131
C -5.618 -0.708 0.309 0.2 -0.1 0.2 -1.339
C 1.501 2.830 -1.243 0.0 0.0 0.0 -0.813
C -0.167 -0.250 -1.279 -0.1 0.0 -0.1 0.467
C -1.778 -0.247 0.661 -0.5 -0.2 0.0 -1.738
C -3.170 -0.170 0.027 0.1 -0.1 0.4 -0.340
C -0.411 2.601 0.849 -0.1 0.0 0.1 -1.021
C -4.233 -0.775 0.939 0.0 0.1 -0.3 -0.311
C -0.451 -1.640 -1.730 0.0 -0.1 0.0 -0.583
H -3.978 -1.816 1.148 0.0 0.0 0.1 0.337
H -4.240 -0.239 1.891 0.0 0.0 0.1 0.300
H 1.919 0.821 2.224 0.0 0.1 0.0 0.227
H 2.590 -1.317 -1.534 -0.1 0.0 0.1 0.360
H 1.186 -2.139 -3.070 0.0 -0.1 0.1 0.429
H -3.410 0.876 -0.176 0.0 0.0 -0.1 0.305
H 0.700 -3.451 -1.968 0.0 0.1 -0.1 0.322
H -1.516 -1.287 0.882 0.0 0.1 0.1 0.372
H 1.447 0.015 3.723 -0.1 0.1 0.1 0.417
H -1.134 2.526 1.648 -0.1 0.0 0.1 0.382
H 3.832 -2.021 0.796 0.0 0.0 -0.1 0.366
H -1.085 -1.627 -2.620 0.0 0.0 0.0 0.507
H -6.361 -1.141 0.975 -0.1 0.0 0.0 0.399
H -5.897 0.324 0.108 -0.1 0.1 0.0 0.330
H -5.638 -1.256 -0.630 -0.1 0.0 -0.1 0.329
H 3.585 -0.937 2.933 0.0 -0.1 0.0 0.373
H 3.161 -0.417 0.469 0.1 0.0 -0.1 0.373
H 2.225 2.913 -2.038 0.1 0.0 -0.1 0.457
H 0.235 4.558 1.381 0.0 0.1 0.1 0.401
H 0.669 -0.426 2.203 -0.2 0.0 0.0 -0.083
H -0.971 -2.177 -0.938 0.0 0.0 -0.1 0.221
H -3.163 -0.701 -0.928 0.0 0.0 -0.1 0.312
H 1.879 4.755 -0.414 0.0 0.1 0.0 0.395
H 2.303 -2.153 2.822 0.1 0.0 0.0 0.293
H -1.773 0.307 1.603 0.1 -0.1 0.0 0.562

No. 2
46
Properties=species:S:1:pos:R:3:forces:R:3:mulliken_charge:R:1 method="wB97M-V/def2-TZVPD" total_energy_ha=-902.3512 homo_ev=-8.4364 molar_mass_g_mol=287.407 e_above_lowest_ev=0.162
O 1.834 -1.145 1.162 0.2 0.2 0.4 -0.680
N -2.973 -2.253 0.257 0.2 -0.6 0.1 -0.843
N 0.399 -2.338 -0.082 -0.4 -0.2 -0.1 -0.108
N -1.953 -0.294 0.596 -0.2 -0.3 0.1 0.394
C 2.834 3.199 0.435 0.0 -0.2 -0.1 -1.598
C -0.624 -2.414 0.944 0.1 0.0 0.2 -1.376
C -0.922 0.681 0.836 0.3 0.3 -0.2 -1.373
C -5.898 -0.117 -0.468 -0.2 -0.1 -0.1 -0.424
C -3.880 -1.251 0.035 0.2 0.7 0.0 0.239
C -1.860 -1.659 0.585 -0.1 -0.1 0.0 0.968
C 4.624 -0.778 -0.037 0.0 -0.2 0.0 -1.028
C -0.472 1.345 -0.471 0.0 0.2 0.2 -0.188
C -5.221 -1.310 -0.328 0.1 0.0 0.0 -0.708
C 3.984 -2.020 -0.643 -0.1 0.2 0.0 -0.628
C -3.941 1.193 0.110 0.1 0.2 0.0 -0.691
C -3.250 -0.002 0.246 -0.5 -0.4 -0.2 0.895
C 1.583 -1.714 0.118 0.0 -0.2 -0.6 0.605
C -5.271 1.112 -0.250 0.0 0.1 0.0 -0.752
C 2.529 -1.786 -1.067 0.2 -0.1 0.2 -0.528
C 1.919 2.029 0.099 -0.1 0.4 0.1 0.542
C 0.504 2.498 -0.232 0.1 -0.3 -0.1 -1.055
H 4.554 -2.334 -1.520 0.0 -0.1 0.0 0.355
H 1.899 1.333 0.937 0.0 -0.1 0.0 0.161
H 4.013 -2.835 0.084 0.0 -0.1 -0.1 0.300
H -1.357 1.721 -0.990 0.0 -0.1 0.0 0.533
H 3.840 2.846 0.647 0.1 0.1 0.0 0.402
H 2.208 -2.582 -1.742 -0.1 0.1 0.0 0.435
H 4.054 -0.452 0.828 0.0 0.1 0.1 0.250
H 2.463 -0.837 -1.607 -0.1 0.0 0.0 0.161
H 0.541 3.120 -1.129 0.0 0.1 0.0 0.368
H -0.075 0.194 1.322 -0.1 0.0 0.1 0.359
H -3.468 2.147 0.284 0.0 0.1 0.0 0.407
H -6.941 -0.127 -0.749 -0.1 0.0 0.0 0.377
H -0.912 -3.457 1.099 0.0 0.2 0.0 0.398
H -5.844 2.020 -0.365 0.0 0.1 0.0 0.384
H 0.128 3.122 0.583 0.0 0.1 0.0 0.378
H 5.643 -0.994 0.276 0.1 0.0 0.0 0.408
H 4.651 0.031 -0.764 0.0 0.1 -0.1 0.256
H 2.468 3.731 1.310 0.0 0.1 0.1 0.356
H -0.177 -2.017 1.860 -0.1 -0.1 -0.1 0.421
H -1.322 1.444 1.513 0.1 -0.1 0.0 0.448
H -0.007 0.595 -1.114 0.0 -0.1 -0.1 0.150
H 0.191 -2.782 -0.961 0.2 0.1 0.0 0.238
H 2.324 1.494 -0.763 0.0 -0.1 0.0 0.002
H 2.883 3.901 -0.396 0.0 0.1 -0.1 0.355
H -5.703 -2.261 -0.488 -0.1 -0.1 0.0 0.434

No. 3
50
Properties=species:S:1:pos:R:3:forces:R:3:mulliken_charge:R:1 method="wB97M-V/def2-TZVPD" total_energy_ha=-1203.2844 homo_ev=-7.4814 molar_mass_g_mol=351.403 e_above_lowest_ev=0.722
O -0.111 -1.569 -0.221 -0.4 0.1 -0.2 -0.575
O 4.053 -1.149 1.569 -0.1 0.1 0.4 -0.538
O -1.983 -2.667 -2.449 0.2 -0.2 0.3 -0.456
O 5.215 3.178 0.757 -0.3 -0.3 0.0 -0.653
O 0.990 0.560 1.004 0.6 0.3 -0.2 -0.818
N 1.557 0.948 3.090 0.4 0.2 0.8 -0.063
N -3.293 0.246 -1.024 0.4 0.0 -0.1 -0.119
N 4.321 1.651 2.146 -1.6 -1.1 0.5 -0.114
C -6.150 -1.445 -3.589 0.1 0.0 0.0 -0.659
C -6.554 -0.609 -2.544 0.7 0.0 0.1 -0.458
C -5.597 -0.046 -1.692 -0.6 -0.3 -0.5 -0.656
C -1.513 -0.301 -2.597 0.0 0.0 0.0 -1.195
C -2.359 -1.456 -3.130 -0.1 0.4 0.7 -0.060
C -3.830 -1.149 -2.937 -0.2 -0.3 -0.4 0.362
C -1.859 -0.111 -1.121 -0.6 0.0 -0.1 -0.242
C 3.840 -0.155 0.581 -0.3 -0.2 -0.5 -0.731
C -4.240 -0.313 -1.883 0.4 0.0 0.3 0.331
C 6.288 2.874 2.851 -0.1 -0.1 -0.1 -1.169
C -4.792 -1.717 -3.784 -0.3 0.6 0.6 -0.723
C -2.158 -2.644 -1.015 0.2 0.8 -0.3 -0.807
C 5.221 2.579 1.823 1.1 1.4 -1.0 0.733
C 2.380 1.219 4.268 0.0 0.1 -0.3 -0.971
C -1.536 -1.403 -0.338 0.8 -0.1 -0.1 0.154
C 1.887 0.858 1.791 -0.3 0.0 -0.1 -0.009
C 3.301 1.127 1.224 0.6 -0.4 0.4 0.298
H -2.153 -1.577 -4.198 0.0 -0.4 0.2 0.558
H -1.704 -3.543 -0.588 0.1 0.1 -0.4 0.462
H -1.259 0.711 -0.716 -0.2 -0.1 0.1 0.441
H 5.821 3.231 3.766 0.1 0.0 0.2 0.306
H 6.859 1.968 3.048 0.1 0.0 0.2 0.312
H -4.483 -2.376 -4.589 0.1 0.1 0.1 0.416
H 4.781 0.063 0.072 0.0 0.3 0.0 0.387
H -3.226 -2.684 -0.781 -0.1 0.1 0.0 0.301
H 1.766 1.140 5.167 0.0 -0.1 -0.2 0.340
H 3.123 -0.520 -0.156 -0.1 0.1 -0.1 0.422
H 4.433 1.165 3.019 0.2 0.0 -0.2 0.197
H 4.167 -1.995 1.125 0.0 0.1 0.1 0.315
H -7.609 -0.399 -2.392 0.1 0.0 0.0 0.373
H -5.912 0.602 -0.882 0.0 0.0 0.0 0.352
H 3.187 0.487 4.339 -0.1 0.0 0.2 0.323
H 0.296 -0.784 0.219 -0.6 -0.6 -0.4 0.495
H 3.160 1.853 0.422 0.1 0.1 0.1 0.382
H 0.580 0.764 3.263 0.0 -0.1 -0.2 0.295
H 2.790 2.229 4.220 0.0 -0.1 0.1 0.299
H -3.630 0.638 -0.148 0.2 -0.3 -0.5 0.300
H -1.948 -1.317 0.672 -0.2 0.0 0.0 0.310
H -1.726 0.615 -3.155 0.0 0.0 0.1 0.458
H -6.890 -1.889 -4.248 0.1 0.1 0.1 0.365
H 6.952 3.642 2.455 -0.2 -0.1 0.0 0.324
H -0.450 -0.531 -2.714 -0.2 0.0 0.1 0.403

No. 4
58
Properties=species:S:1:pos:R:3:forces:R:3:mulliken_charge:R:1 method="wB97M-V/def2-TZVPD" total_energy_ha=-3001.7419 homo_ev="-15.3895 / -15.3894" molar_mass_g_mol=536.310 charge=+2
Sc -0.297 -0.425 0.057 -0.6 0.2 0.3 -0.089
P -2.715 0.356 -0.495 -1.2 0.5 -1.1 1.247
P 2.761 -0.668 -0.541 0.7 0.6 -0.1 1.049
O -1.655 -1.688 3.908 1.4 1.5 -2.2 -0.491
O 2.456 3.978 3.221 -1.3 -2.1 -1.4 -0.572
O 0.654 0.732 1.443 -0.4 -0.4 -0.2 -0.345
O 0.633 0.116 7.640 0.8 1.6 -1.9 -0.560
O 1.844 1.930 7.442 -1.2 -1.5 -1.5 -0.556
O -0.136 -2.141 -0.795 -0.1 -0.1 0.4 -0.497
O -1.909 -2.883 -3.425 0.6 0.8 -0.2 -0.615
O 1.793 3.107 1.324 0.0 -0.4 1.8 -0.625
O -1.099 -1.252 1.823 0.1 0.4 2.3 -0.655
N 1.881 3.077 2.568 1.5 2.8 -0.5 0.990
N -1.001 -1.019 3.108 -1.2 -1.6 0.2 0.935
N 0.018 0.883 -1.806 0.0 -0.1 0.4 0.504
N 1.129 1.034 6.954 0.3 0.3 3.6 0.991
C 3.795 -0.530 0.910 0.2 -0.1 0.3 -1.098
C 0.461 2.250 -4.188 -0.2 -0.1 0.1 -0.701
C -0.126 0.005 3.606 0.6 1.0 -0.3 -0.114
C 1.428 2.065 4.719 -0.5 -0.5 0.1 -0.140
C 1.507 1.952 -3.324 0.5 -0.2 0.5 -0.887
C 3.438 -1.707 -1.818 0.1 -0.4 -0.2 -1.163
C -3.587 1.883 0.015 0.3 0.0 0.6 -1.458
C -2.454 0.811 -2.279 -0.1 -0.1 0.1 -1.242
C -1.017 1.176 -2.631 -0.1 -0.1 -0.1 0.523
C 0.584 0.921 2.723 0.2 -0.4 -0.1 0.859
C 1.273 1.276 -2.133 -0.3 -0.1 -0.7 0.610
C 1.292 2.004 3.335 -0.8 -1.0 1.0 -0.660
C -4.045 -0.888 -0.588 0.1 -0.3 0.3 -1.302
C 0.031 0.074 4.994 0.3 0.5 0.1 -0.229
C 0.841 1.078 5.534 -0.3 -0.6 -1.3 -0.669
C 2.445 1.022 -1.180 -0.5 0.6 -0.1 -0.715
C -0.815 1.844 -3.831 0.2 0.2 0.0 -0.835
H 4.439 -1.407 -2.150 -0.2 0.1 0.2 0.425
H -1.687 2.058 -4.438 0.2 0.0 -0.1 0.558
H 3.498 0.331 1.518 0.0 -0.1 -0.2 0.222
H -1.534 -2.479 -4.230 -0.4 -0.4 0.4 0.313
H 3.647 -1.440 1.499 0.1 0.1 0.0 0.454
H 2.535 2.227 -3.529 -0.2 0.2 -0.3 0.500
H 0.635 2.797 -5.108 0.0 -0.1 0.1 0.467
H -3.721 -1.712 -1.242 -0.2 0.2 0.2 0.372
H 2.760 -1.695 -2.680 0.1 -0.1 0.2 0.356
H -0.482 -0.661 5.611 0.3 0.3 0.1 0.682
H -4.221 -1.277 0.426 0.0 0.0 -0.3 0.413
H 1.977 2.885 5.161 0.1 -0.1 0.1 0.698
H 3.370 1.328 -1.706 -0.2 -0.4 0.2 0.716
H -4.546 1.957 -0.523 0.4 -0.1 0.2 0.447
H 4.856 -0.451 0.653 -0.2 0.0 0.0 0.439
H 1.639 -1.431 -0.120 0.3 0.4 -0.3 0.127
H 2.364 1.725 -0.328 -0.1 -0.5 -0.1 0.050
H -0.219 -3.033 -0.423 0.0 0.2 -0.3 0.203
H -3.779 1.843 1.096 0.0 0.2 -0.3 0.440
H -3.104 1.699 -2.441 0.5 -0.6 -0.2 0.584
H 3.482 -2.727 -1.415 0.0 0.2 -0.2 0.416
H -4.981 -0.439 -0.949 0.4 -0.1 0.0 0.424
H -1.247 -2.676 -2.745 -0.2 -0.2 -0.1 0.259
H -2.846 -0.011 -2.917 0.4 0.4 0.3 0.513
H -2.952 2.752 -0.219 -0.3 -0.2 0.2 0.429

No. 5
48
Properties=species:S:1:pos:R:3:forces:R:3:mulliken_charge:R:1 method="wB97M-V/def2-TZVPD" total_energy_ha=-1011.2476 homo_ev=-7.3772 molar_mass_g_mol=315.421 e_above_lowest_ev=17.107
O -5.828 -2.185 -0.546 1.9 -4.8 -2.9 -0.569
N -0.781 1.501 -0.508 -4.9 2.6 3.0 0.273
N -5.898 -0.233 0.407 -3.2 3.3 2.0 -0.156
N -1.379 -0.434 -1.450 -3.1 -0.9 2.4 -0.770
N 5.344 -0.904 0.688 5.4 13.5 -0.1 0.081
N 3.133 -0.513 -1.078 3.1 3.3 -3.0 0.422
C -4.621 0.074 0.045 -9.6 12.4 9.1 0.495
C 4.616 0.511 0.324 6.2 2.0 4.6 -0.543
C 4.500 -1.807 0.496 -6.8 -7.4 1.2 -0.600
C -2.542 -0.075 -0.513 6.9 5.8 -3.7 -0.199
C -0.475 0.468 -1.307 -0.5 -0.6 2.1 0.621
C -3.171 2.167 0.444 -1.3 -3.2 -0.3 -1.463
C -3.772 -0.584 -0.455 9.4 -11.6 -7.8 -0.169
C -4.296 1.335 0.599 -2.2 6.2 2.5 -0.110
C -0.119 2.691 -0.089 5.9 -1.0 -4.1 -1.035
C 6.006 -0.587 1.956 -6.7 -9.5 1.6 -1.045
C 0.925 0.331 -1.626 0.5 -0.7 -5.6 -0.602
C -6.382 -1.393 0.081 -6.7 1.9 3.0 0.581
C 1.853 -0.303 -0.654 -3.9 -3.9 4.1 -0.685
C -2.191 1.526 -0.135 4.0 -10.6 -3.9 0.599
C 4.113 0.591 -0.956 -0.7 -3.2 -2.8 -1.155
C -7.929 -1.463 0.631 3.5 -5.1 -2.4 -1.393
C 3.870 -1.632 -1.169 -4.2 -7.0 7.5 -0.860
H -2.851 3.031 0.822 -0.5 4.0 2.0 0.432
H -5.051 2.160 1.290 1.2 -3.4 -2.1 -0.029
H 3.073 -2.508 -0.993 2.0 1.2 -1.4 0.234
H -8.480 -0.766 0.146 -1.8 2.5 -0.9 0.452
H 6.715 0.034 2.125 4.0 5.1 0.0 0.461
H 4.960 -2.741 0.940 -0.5 -0.1 -1.3 0.358
H 1.051 2.559 0.077 -2.4 -0.3 0.9 0.177
H -8.243 -2.480 0.226 0.0 1.2 0.7 0.334
H 5.406 1.555 0.602 -1.9 -3.4 -1.0 0.265
H -6.636 0.514 0.872 3.3 -2.5 -1.7 0.377
H 4.795 -1.978 -1.457 1.7 0.6 -2.8 0.606
H 1.701 0.219 0.474 0.6 -1.1 -2.7 0.081
H -7.902 -1.530 1.669 -0.3 0.4 1.8 0.367
H -4.008 -1.607 -0.878 0.8 1.5 0.5 0.533
H 0.090 3.189 -1.052 -0.8 1.2 0.5 0.471
H 5.170 -0.694 2.930 2.1 0.8 -2.5 0.222
H 6.519 -1.578 2.047 0.1 0.5 0.8 0.350
H 4.885 0.418 -1.675 0.4 0.2 -0.9 0.410
H 3.559 -1.743 1.242 0.8 0.1 -1.2 0.244
H 0.868 -0.345 -2.726 0.7 2.0 3.2 0.162
H -0.587 3.245 0.643 -1.0 1.0 1.4 0.319
H 1.259 1.347 -1.857 0.4 -0.1 -0.5 0.185
H 3.859 0.701 1.012 -1.5 -0.2 1.7 0.512
H 3.531 1.361 -1.179 -1.6 4.3 -0.8 0.488
H 1.339 -1.446 -0.484 1.4 3.0 -0.1 0.271

No. 6
50
Properties=species:S:1:pos:R:3:forces:R:3:mulliken_charge:R:1 method="wB97M-V/def2-TZVPD" total_energy_ha=-1847.7375 homo_ev=-11.4113 molar_mass_g_mol=376.376 charge=+1 e_above_lowest_ev=0.032
Sc 0.376 0.679 -0.214 -0.1 -0.2 0.2 0.601
O 2.211 1.361 1.056 0.1 -0.1 0.0 -0.400
O 0.752 2.314 -0.701 0.0 0.3 -0.1 -0.944
N -0.226 -1.248 1.364 0.0 0.1 -0.1 0.050
N -0.601 -1.139 -1.592 0.0 0.0 0.0 0.053
N -1.988 0.731 -0.174 0.1 0.0 0.0 0.362
N -0.399 1.592 1.866 0.0 -0.1 0.0 0.131
N 2.490 -0.090 -1.230 0.1 -0.1 0.1 0.301
C -1.651 2.305 1.621 0.0 0.0 0.0 -1.280
C 4.984 -0.429 -2.437 0.0 0.0 0.0 -0.260
C -0.447 -2.389 -0.815 0.0 0.0 0.0 -0.908
C -1.985 -0.847 -2.004 0.0 0.0 0.0 -1.062
C 4.873 0.113 -1.173 0.0 0.0 0.0 -0.986
C 3.821 -0.785 -3.104 0.0 0.0 0.0 -0.973
C 2.617 -0.592 -2.466 -0.1 0.0 0.0 -0.077
C 3.616 0.269 -0.601 0.0 0.0 0.0 0.680
C -3.956 1.592 0.841 0.0 0.0 0.0 -1.094
C -4.734 0.836 -0.022 0.0 0.0 0.0 -0.420
C -0.966 -2.266 0.607 0.0 0.0 0.0 -0.821
C 3.501 0.880 0.778 0.0 0.0 0.0 -0.722
C -0.968 -0.720 2.522 0.0 0.0 0.0 -0.763
C -2.577 1.511 0.738 -0.1 0.0 0.0 0.948
C -2.733 -0.009 -0.995 0.0 0.0 0.0 0.685
C -4.118 0.014 -0.951 0.0 0.0 0.0 -1.042
C -0.400 0.618 2.962 0.0 0.1 0.0 -0.984
H -2.016 -1.972 0.589 0.0 0.0 0.0 0.347
H -0.069 -1.263 -2.445 0.0 0.0 0.0 0.141
H -4.695 -0.602 -1.627 0.0 0.0 0.0 0.482
H -0.960 -3.220 -1.312 0.0 0.0 0.0 0.486
H -2.544 -1.767 -2.207 0.0 0.0 0.0 0.387
H 5.749 0.434 -0.624 0.0 0.0 0.0 0.445
H 0.647 -1.650 1.693 0.0 0.0 0.0 0.272
H 5.951 -0.556 -2.905 0.0 0.0 0.0 0.426
H -0.928 -3.252 1.083 0.0 0.0 0.0 0.531
H -1.942 -0.283 -2.938 0.0 0.0 0.0 0.485
H 3.748 0.121 1.526 0.0 0.0 0.0 0.308
H 0.639 0.489 3.272 0.0 0.0 0.0 0.404
H 1.702 -0.831 -2.993 0.0 0.0 0.0 0.314
H -0.959 0.978 3.833 0.0 0.0 0.0 0.380
H 1.888 2.049 0.336 0.0 0.0 0.0 0.392
H -4.407 2.228 1.590 0.0 0.0 0.0 0.483
H 3.847 -1.190 -4.105 0.0 0.0 0.0 0.434
H -1.395 3.222 1.085 0.0 0.0 0.0 0.424
H -2.163 2.581 2.549 0.0 0.0 0.0 0.348
H 0.335 2.272 2.020 0.0 0.0 0.0 0.384
H -0.963 -1.412 3.370 0.0 0.0 0.0 0.503
H -2.009 -0.601 2.218 0.0 0.0 0.0 0.337
H 4.244 1.676 0.874 0.0 0.0 0.0 0.390
H 0.620 -2.628 -0.800 0.0 0.0 0.0 0.381
H -5.813 0.877 0.039 0.0 0.0 0.0 0.442